93
Properties=species:S:1:pos:R:3 method="wB97M-V/def2-TZVPD" relative_energy_ev=0.139 lumo_ev="-10.85 / -10.85" e_tot_ev=-97220.09722 spin_multiplicity=1 homo_lumo_gap_ev="2.55 / 2.56" homo_ha="-0.4927 / -0.4927" total_charge=+3
Os 0.6059 -0.1171 -0.0297
N 0.9299 -1.7334 2.5589
P 0.4628 -2.2114 0.9867
C -1.0671 -3.0981 1.2365
C -1.0145 -4.4749 1.4823
C -2.1770 -5.1591 1.8024
C -3.3883 -4.4830 1.8679
C -3.4434 -3.1136 1.6348
C -2.2871 -2.4195 1.3238
C 1.6849 -3.3900 0.4228
C 2.8606 -3.6458 1.1232
C 3.8087 -4.5040 0.5768
C 3.5805 -5.0997 -0.6567
C 2.3969 -4.8556 -1.3490
C 1.4472 -4.0023 -0.8113
C 0.9079 -0.4198 2.8845
C 1.0367 0.0151 4.2049
C 1.0001 1.3565 4.4807
C 0.8370 2.2873 3.4377
C 0.7224 1.8342 2.1675
N 0.7490 0.4823 1.8546
H 0.8546 -2.3876 3.3294
H -0.0810 -5.0181 1.4131
H -2.1368 -6.2229 1.9936
H -4.2947 -5.0237 2.1050
H -4.3868 -2.5888 1.6991
H -2.3431 -1.3428 1.1952
H 3.0475 -3.1821 2.0841
H 4.7169 -4.7215 1.1237
H 4.3148 -5.7783 -1.0707
H 2.2101 -5.3473 -2.2947
H 0.5152 -3.8350 -1.3424
H 1.1604 -0.7175 4.9910
H 1.0951 1.6983 5.5037
H 0.8024 3.3499 3.6293
H 0.5931 2.5107 1.3402
Cl 0.0305 -0.6806 -2.4037
C -1.1090 -0.5831 -1.0526
H -1.5967 -1.5441 -0.9450
H -1.7895 0.2549 -1.1999
C -1.4593 7.1029 0.7373
C -0.4813 6.2192 -0.0495
C -0.0533 5.0630 0.8807
C 0.7760 7.0384 -0.3537
C -1.1806 5.6818 -1.3479
O -2.1008 4.6262 -0.9763
C -2.0178 6.6879 -2.1844
C -1.3805 7.6450 -3.2095
C -0.8026 8.9403 -2.6871
C -1.5512 9.7817 -1.8693
C -1.0256 10.9749 -1.3964
C 0.2625 11.3394 -1.7575
Cl 0.9291 12.8273 -1.1648
C 1.0167 10.5357 -2.5957
C 0.4758 9.3430 -3.0563
C -0.2385 4.9912 -2.3354
N 0.4172 3.7916 -1.7892
C -0.1470 2.6950 -1.3183
N 0.8080 1.8761 -0.8625
C 1.9671 2.5653 -1.1091
N 1.7581 3.7232 -1.6684
H -1.0249 7.3494 1.7065
H -2.4174 6.6117 0.9338
H -1.6493 8.0433 0.2238
H 0.1956 5.4839 1.8562
H 0.8517 4.5662 0.5172
H -0.8525 4.3324 1.0222
H 1.2009 7.3953 0.5864
H 0.5614 7.9117 -0.9627
H 1.5480 6.4436 -0.8491
H -2.8403 5.0300 -0.5064
H -2.6477 7.2581 -1.5013
H -2.7010 6.0415 -2.7406
H -2.1801 7.8913 -3.9124
H -0.6264 7.1345 -3.8134
H -2.5696 9.5234 -1.5996
H -1.6139 11.6251 -0.7638
H 2.0123 10.8405 -2.8870
H 1.0711 8.7184 -3.7137
H 0.5650 5.6438 -2.6594
H -0.8163 4.6788 -3.2047
H -1.2161 2.5646 -1.2827
H 2.9474 2.2047 -0.8512
C 5.0128 -0.8409 -0.5796
S 3.4530 -1.4067 -1.2152
C 3.5846 -0.8526 -2.9006
O 2.5101 -0.3115 -0.5348
H 5.7765 -1.4833 -1.0224
H 5.0001 -0.9817 0.4992
H 5.1714 0.2012 -0.8502
H 4.4495 -1.3731 -3.3198
H 3.7295 0.2262 -2.9367
H 2.6965 -1.1688 -3.4420

=====

105
Properties=species:S:1:pos:R:3 method="wB97M-V/def2-TZVPD" relative_energy_ev=0.930 s_squared=0.7675 lumo_ev="1.78 / -0.94" e_tot_ev=-186115.15584 spin_multiplicity=2 homo_lumo_gap_ev="6.82 / 4.10" homo_ha="-0.1852 / -0.1850" total_charge=-1
Rb -0.4200 -1.9383 0.9102
C -2.7421 3.0100 2.4742
N -3.0438 2.7819 1.0157
C -3.6932 1.7089 0.5684
C -3.6061 1.8124 -0.7898
N -2.9083 2.9220 -1.1420
B -2.7358 3.4001 -2.6699
N -1.2014 3.7126 -2.9277
C -0.7008 4.9938 -3.0199
C 0.6281 4.9145 -3.1876
N 0.9100 3.5703 -3.1376
C 2.2340 3.0946 -3.5191
C -0.1655 2.8557 -3.0711
S -0.1790 1.1712 -3.1546
C -2.5976 3.5124 0.0046
S -1.5733 4.8561 0.2303
H -3.2519 2.2878 3.0936
H -3.1657 3.9698 2.8754
H -1.6208 2.9804 2.5763
H -4.1898 1.0427 1.2499
H -3.9874 1.1993 -1.5990
H -2.9952 2.5446 -3.4053
H -3.3077 4.3647 -2.8026
H -1.2639 5.9230 -2.9371
H 1.2942 5.7421 -3.3501
H 2.7592 4.0569 -3.6205
H 2.1306 2.6278 -4.4934
H 2.6776 2.3963 -2.8120
C 3.3872 -2.1886 -2.8109
C 4.4265 -1.3718 -2.3444
C 4.4790 -1.0336 -1.0210
C 3.5464 -1.6102 -0.1302
N 2.5638 -2.3603 -0.6008
C 2.4232 -2.6363 -1.9048
C 3.5429 -1.3269 1.3405
C 4.7038 -0.8751 1.9461
C 4.6530 -0.4908 3.2921
C 3.4480 -0.5307 3.9532
C 2.3366 -1.0599 3.2938
N 2.3522 -1.4470 1.9963
H 3.2976 -2.4450 -3.8508
H 5.1100 -0.9331 -3.0229
H 5.2575 -0.3869 -0.6164
H 1.5888 -3.2469 -2.1744
H 5.6224 -0.8660 1.3445
H 5.5363 -0.0925 3.8451
H 3.3327 -0.3353 5.0211
H 1.3544 -1.0722 3.7601
F -3.0392 -2.4407 3.5706
P -3.0108 -0.9575 4.2394
F -1.9122 -0.5977 3.1118
F -4.1800 -0.4273 3.2538
F -1.7930 -1.4869 5.1825
F -4.0889 -1.3466 5.2788
F -2.8537 0.5277 4.8422
C 0.8756 3.5777 4.9634
C 0.3490 2.1889 5.1767
N 0.0178 1.5159 3.9194
C 0.5921 1.8278 2.6968
N 0.2170 1.1997 1.6158
C 0.8841 1.4490 0.3710
C 1.6081 2.7835 0.2939
C 2.4120 2.9426 1.5593
N 1.6068 2.8161 2.7303
C 2.0191 3.4970 3.9213
H 1.2599 4.0267 5.8755
H 0.0745 4.2399 4.6093
H -0.5412 2.2348 5.8085
H 1.0210 1.6105 5.8629
H -0.7483 0.8925 3.8666
H 0.2338 1.3111 -0.5218
H 1.5939 0.6006 0.2876
H 0.8791 3.6218 0.1892
H 2.2745 2.8664 -0.5852
H 2.8954 3.9138 1.6225
H 3.2505 2.1907 1.5601
H 2.2735 4.4900 3.6179
H 2.9561 3.0590 4.4015
Br 2.0024 -3.3691 -8.0292
C 1.7568 -4.2617 -6.3477
C 2.4403 -5.4291 -6.0598
C 2.2199 -6.0446 -4.8218
C 1.2432 -5.5584 -3.9285
C 0.6340 -4.2986 -4.1962
C 0.8709 -3.6867 -5.4054
I -0.0452 -1.8220 -5.6497
H 3.1780 -5.8390 -6.8049
H 2.7956 -6.9107 -4.5403
H 1.1394 -6.0324 -2.9393
H 0.0269 -3.8123 -3.4983
C -4.5176 -4.5786 1.1391
Si -3.8953 -3.6925 -0.3672
C -4.6633 -4.2772 -1.9526
C -4.1869 -1.9122 -0.0369
C -2.1220 -3.9298 -0.7856
C -0.9643 -4.1555 -1.1641
H -5.5690 -4.2478 1.2481
H -3.9265 -4.1497 1.9314
H -4.5267 -5.6474 1.1870
H -5.7351 -4.1135 -2.0778
H -4.4031 -5.3210 -2.0690
H -4.1859 -3.7222 -2.7709
H -5.2327 -1.7118 -0.3751
H -3.5617 -1.2661 -0.6696
H -4.1455 -1.5414 0.9869

=====

99
Properties=species:S:1:pos:R:3 method="wB97M-V/def2-TZVPD" relative_energy_ev=3.331 lumo_ev=1.64 e_tot_ev=-166339.85717 spin_multiplicity=1 homo_lumo_gap_ev=5.78 homo_ha=-0.1520 total_charge=-1
Ba -0.3891 -1.4422 0.3073
C -2.3773 4.4427 1.8407
C -2.2670 3.0940 1.1157
N -3.3470 2.1413 1.3634
C -4.6625 2.6178 0.9696
C -4.7886 2.7989 -0.5412
C -3.2935 1.4819 2.6722
C -2.1939 0.4081 2.7722
N -2.2544 -0.5476 1.6722
C -3.1762 -1.5360 1.6624
C -3.3157 -2.3403 0.4844
F -2.5630 -1.9839 -0.6222
C -4.1053 -3.4550 0.3847
F -4.1018 -4.1303 -0.7607
C -4.9127 -3.8665 1.4142
C -4.8683 -3.0804 2.5505
F -5.6443 -3.4155 3.5863
C -4.0752 -1.9660 2.6842
F -4.1622 -1.2924 3.8475
H -1.3889 4.9239 1.9084
H -3.0527 5.1332 1.3231
H -2.7489 4.3087 2.8610
H -2.2159 3.2755 0.0378
H -1.3252 2.6088 1.3935
H -5.3822 1.8686 1.2897
H -4.9403 3.5621 1.4682
H -4.3527 1.9233 -1.0445
H -5.8414 2.8896 -0.8342
H -4.2640 3.6991 -0.8974
H -3.1444 2.2047 3.4942
H -4.2571 1.0021 2.8355
H -1.2091 0.9081 2.7204
H -2.2691 -0.0610 3.7515
H -5.5222 -4.7619 1.3525
O 2.2409 -2.2089 -1.7358
C 3.5555 -2.2048 -1.3047
C 4.5820 -2.2298 -2.2458
C 5.9132 -2.2398 -1.8460
C 6.2125 -2.2111 -0.4936
C 5.1701 -2.1895 0.4398
C 3.8248 -2.1837 0.0685
C 2.6367 -2.3268 1.0725
O 1.6296 -1.4111 0.9446
N 3.1686 -2.4294 2.5072
N 2.8101 -1.7034 3.5906
C 2.5242 -0.4443 3.6133
C 2.6088 0.6131 2.5707
Br 1.5903 2.1682 3.0928
C 3.4270 0.6083 1.5326
C 3.7676 1.6153 0.4980
C 5.0707 1.5891 -0.0088
C 5.5170 2.5314 -0.9283
C 4.6597 3.5312 -1.3734
C 3.3424 3.5419 -0.9198
C 2.8930 2.5801 -0.0134
H 2.2537 -2.3621 -2.6799
H 4.3295 -2.2595 -3.3075
H 6.7022 -2.2863 -2.5924
H 7.2462 -2.2323 -0.1579
H 5.3987 -2.1904 1.4994
H 2.2817 -3.3345 0.8858
H 3.2088 -3.3913 2.7680
H 2.2591 -0.0793 4.5959
H 4.0014 -0.3126 1.4544
H 5.7458 0.8158 0.3411
H 6.5352 2.4835 -1.2989
H 5.0078 4.2829 -2.0743
H 2.6529 4.3115 -1.2697
H 1.8493 2.5689 0.2864
C 0.4397 4.8436 -2.8263
C -0.3342 3.7178 -2.1402
C -0.0948 2.3920 -2.8559
S -1.2024 1.1160 -2.2877
O -0.4956 0.3971 -1.1388
C -1.0010 -0.0021 -3.6920
C -2.3432 -0.5596 -4.1862
C -3.3363 0.5244 -4.6378
H 0.3160 5.7899 -2.2880
H 0.0802 4.9914 -3.8552
H 1.5110 4.6162 -2.8724
H -1.4036 3.9502 -2.1526
H -0.0341 3.6324 -1.0883
H 0.9166 1.9995 -2.6773
H -0.2682 2.5087 -3.9347
H -0.3605 -0.7836 -3.2805
H -0.4753 0.5161 -4.4944
H -2.7911 -1.1716 -3.3984
H -2.1318 -1.2193 -5.0284
H -3.6654 1.1469 -3.7966
H -4.2297 0.0755 -5.0831
H -2.8809 1.1859 -5.3922
C 1.0553 -7.3862 2.6834
O 0.1476 -6.2781 2.5377
C 0.1941 -5.4617 1.4280
S 1.3176 -5.7695 0.1984
S -0.9647 -4.1986 1.4688
H 0.5886 -8.0590 3.4030
H 2.0161 -7.0461 3.0702
H 1.2248 -7.8923 1.7424